C10H14O5Zn | ωB97M-V with the def2-TZVPD basis set

The geometry in XYZ format:
```
30
Properties=species:S:1:pos:R:3:forces:R:3
Zn 1.1880 -0.5046 -0.3723 -2.0 -1.4 1.5
C 0.0325 -2.2203 0.7201 -2.8 -3.5 2.7
O -0.6015 -2.9794 1.3108 2.3 2.8 -2.2
C 2.7618 -1.9912 -0.0660 4.0 -3.4 0.7
O 3.6350 -2.7169 0.1004 -3.2 2.6 -0.6
C 1.6514 0.1941 1.5202 0.9 2.2 5.2
O 1.7926 0.6881 2.5441 -0.3 -1.7 -3.5
C 0.6262 -1.5922 -2.0801 -1.5 -2.6 -4.5
O 0.3731 -2.1575 -3.0431 0.9 1.9 3.3
C 1.6390 1.1984 -1.3762 3.1 0.8 -1.1
H 1.0674 1.2177 -2.3148 0.2 -0.2 0.5
H 1.4823 2.0385 -0.6848 -0.1 -0.5 -0.1
C 2.8062 0.4192 -1.2783 -0.4 3.0 -1.5
H 3.5555 0.6282 -0.5042 -0.4 -0.2 -0.1
H 3.1447 -0.1942 -2.1241 -0.3 0.1 0.4
C -1.3008 1.8117 2.1656 -0.2 -0.3 0.3
C -1.2919 0.3836 1.6817 -0.4 0.3 -0.3
O -0.7156 0.4107 0.3583 2.8 -1.3 -0.5
C -1.5473 0.5510 -0.7890 -0.9 0.3 0.5
C -2.4265 -0.6677 -1.0261 -0.1 0.7 -0.1
H -0.2852 2.2086 2.2813 -0.3 -0.1 0.0
H -1.7879 1.8057 3.1357 -0.1 0.4 0.2
H -1.8661 2.4420 1.4741 0.1 0.0 0.2
H -0.7090 -0.2839 2.3523 -0.2 0.3 -0.6
H -2.2821 -0.0539 1.5391 0.0 0.1 0.6
H -2.0942 1.4716 -0.5493 -0.4 -0.2 -0.8
H -0.8749 0.7286 -1.6439 -0.4 0.1 0.3
H -3.0969 -0.8514 -0.1801 0.1 -0.1 -0.3
H -3.0271 -0.4155 -1.8995 -0.2 -0.3 0.0
H -1.8488 -1.5691 -1.2520 -0.1 0.1 0.1
```
Positions in Å, forces in eV/Å.

Summary:
* ΔE to the lowest compared entry with this formula, charge and spin: 0.217 eV
* HOMO-LUMO gap: 0.331 Eh
* molecular weight: 279.6 g/mol
* HOMO: -17.821 eV
* total charge: +2
* energy: -69232.060 eV